{"formula": "CH4N2OS", "method": "ωB97M-V with the def2-TZVPD basis set", "homo_lumo_gap_ev": [7.95, 7.94], "energy_ev": -16959.9770, "charge": 0, "e_lumo_ha": [0.0155, 0.0155], "elements": ["C", "N", "N", "O", "S", "H", "H", "H", "H"], "xyz": [[0.248, 0.783, -0.670], [-0.550, 0.922, 0.330], [0.848, -1.416, 0.213], [-1.411, -0.070, 0.513], [-0.262, -1.419, 1.279], [-0.060, -0.023, -1.208], [0.986, 1.637, -0.854], [-0.390, 1.596, 1.107], [0.591, -2.009, -0.709]], "mulliken_charge": [-0.29, 0.10, -0.56, -0.45, 0.09, 0.36, 0.28, 0.23, 0.24]}

{"formula": "C34H27N8S2Tl", "method": "ωB97M-V with the def2-TZVPD basis set", "homo_lumo_gap_ev": 6.32, "energy_ev": -73982.2609, "charge": 0, "e_lumo_ha": -0.0102, "elements": ["Tl", "S", "C", "C", "C", "C", "C", "C", "N", "C", "C", "C", "C", "C", "C", "C", "C", "N", "C", "C", "C", "C", "C", "S", "C", "H", "H", "H", "H", "H", "H", "H", "H", "H", "H", "H", "H", "C", "N", "C", "C", "C", "C", "C", "N", "C", "C", "C", "C", "C", "C", "H", "H", "H", "H", "H", "H", "H", "H", "H", "H", "H", "N", "C", "N", "N", "C", "N", "H", "H", "H", "H"], "xyz": [[-0.098, -0.513, -0.984], [7.538, -0.872, -0.050], [7.993, -2.519, -0.027], [6.908, -3.336, -0.055], [5.684, -2.613, -0.101], [5.856, -1.258, -0.104], [4.827, -0.206, -0.154], [3.460, -0.555, -0.224], [2.484, 0.319, -0.286], [2.780, 1.635, -0.267], [4.101, 2.094, -0.182], [4.363, 3.506, -0.124], [3.353, 4.398, -0.125], [1.985, 3.964, -0.202], [0.905, 4.858, -0.172], [-0.388, 4.395, -0.236], [-0.558, 3.000, -0.372], [0.433, 2.145, -0.414], [1.697, 2.596, -0.303], [-1.565, 5.275, -0.182], [-2.883, 4.919, -0.126], [-3.767, 6.033, -0.088], [-3.106, 7.220, -0.117], [-1.413, 6.995, -0.186], [5.124, 1.136, -0.136], [9.037, -2.791, 0.009], [6.972, -4.415, -0.045], [4.714, -3.093, -0.123], [3.153, -1.596, -0.218], [5.393, 3.837, -0.064], [3.554, 5.461, -0.063], [1.106, 5.921, -0.080], [-1.550, 2.564, -0.448], [-3.222, 3.891, -0.098], [-4.844, 5.949, -0.040], [-3.518, 8.217, -0.098], [6.155, 1.471, -0.075], [-3.988, 0.520, -0.770], [-2.710, 0.392, -0.113], [-2.703, 0.402, 1.171], [-1.545, 0.173, 1.971], [-1.454, 0.301, 3.365], [-0.125, 0.035, 3.696], [0.517, -0.249, 2.480], [-0.326, -0.174, 1.445], [-4.561, -0.805, -1.246], [-5.816, -0.827, -1.851], [-6.373, -2.016, -2.296], [-5.677, -3.209, -2.144], [-4.427, -3.194, -1.545], [-3.870, -2.001, -1.097], [-3.869, 1.163, -1.647], [-4.737, 0.999, -0.121], [-3.632, 0.607, 1.723], [-2.264, 0.565, 4.032], [0.325, 0.041, 4.677], [1.558, -0.511, 2.331], [-6.364, 0.102, -1.972], [-7.351, -2.013, -2.761], [-6.110, -4.141, -2.487], [-3.882, -4.123, -1.424], [-2.896, -1.988, -0.625], [0.188, -7.449, 0.291], [0.083, -6.101, 0.205], [-1.157, -5.572, 0.158], [1.174, -5.393, 0.196], [1.074, -4.080, 0.137], [0.965, -2.927, 0.091], [-0.586, -8.029, 0.024], [1.111, -7.818, 0.143], [-1.972, -6.140, 0.296], [-1.259, -4.572, 0.229]], "mulliken_charge": [0.95, -0.19, -0.37, -0.58, -0.32, 0.15, 0.88, -0.87, 0.08, -0.82, 1.08, -1.01, -0.98, 1.07, -0.54, 0.77, -0.51, 0.09, -0.65, 0.15, -0.22, -0.63, -0.35, -0.20, -0.50, 0.43, 0.39, 0.50, 0.12, 0.41, 0.41, 0.42, -0.04, 0.44, 0.38, 0.44, 0.43, -1.27, 0.13, -0.09, -0.04, -0.85, -0.91, -0.61, 0.34, 0.40, -0.49, -0.51, -0.54, -0.48, 0.01, 0.39, 0.54, 0.31, 0.45, 0.44, 0.43, 0.39, 0.37, 0.37, 0.36, 0.05, -0.43, 0.56, -0.29, -0.66, 0.50, -0.43, 0.22, 0.26, 0.21, 0.10]}

{"formula": "C10H20F3INO", "method": "ωB97M-V with the def2-TZVPD basis set", "smiles": "CC(C)[C@@H](C)CO[N@H+](C[C@@H](C)I)C(F)(F)F", "homo_lumo_gap_ev": 10.36, "energy_ev": -30476.1840, "charge": 1, "e_lumo_ha": -0.1094, "elements": ["C", "C", "C", "C", "C", "C", "O", "N", "C", "C", "C", "I", "C", "F", "F", "F", "H", "H", "H", "H", "H", "H", "H", "H", "H", "H", "H", "H", "H", "H", "H", "H", "H", "H", "H", "H"], "xyz": [[-4.007, -0.143, 0.205], [-2.932, 0.436, -0.748], [-2.677, 1.905, -0.312], [-1.674, -0.475, -0.780], [-1.290, -0.900, -2.228], [-0.481, 0.129, -0.032], [0.513, -0.925, 0.034], [1.490, -0.639, 1.025], [2.834, -0.839, 0.389], [3.812, 0.336, 0.578], [3.684, 1.412, -0.545], [3.777, 1.229, 2.535], [1.199, -1.622, 2.111], [1.991, -1.449, 3.117], [1.359, -2.815, 1.650], [-0.029, -1.488, 2.497], [-3.531, -0.440, 1.142], [-4.451, -1.008, -0.297], [-4.824, 0.563, 0.356], [-3.386, 0.452, -1.740], [-1.747, 2.340, -0.686], [-2.770, 1.963, 0.776], [-3.481, 2.510, -0.735], [-1.940, -1.394, -0.245], [-1.629, -1.915, -2.431], [-1.766, -0.247, -2.960], [-0.203, -0.848, -2.338], [-0.129, 1.007, -0.580], [-0.850, 0.382, 0.968], [1.307, 0.333, 1.324], [2.666, -0.939, -0.682], [3.324, -1.761, 0.699], [4.807, -0.085, 0.460], [4.525, 1.282, -1.230], [2.789, 1.230, -1.146], [3.721, 2.424, -0.151]], "mulliken_charge": [-1.55, 0.32, -1.54, 0.58, -1.33, -0.84, -0.40, 0.17, -0.74, -0.44, -0.99, 0.16, 0.83, -0.20, -0.21, -0.21, 0.33, 0.40, 0.43, 0.34, 0.33, 0.37, 0.46, 0.27, 0.31, 0.42, 0.28, 0.23, 0.50, 0.50, 0.46, 0.28, 0.57, 0.32, 0.26, 0.34]}